1.
DFT (ωB97M-V with the def2-TZVPD basis set) results for an isolated molecule of C17H20N2O4.

Calculated values
molar mass = 316.4 g mol⁻¹
electronic energy = -29124.202 eV
SMILES = C=CCOC(=O)C1=C(C)NC(=O)N[C@@H]1c1ccc(OCC)cc1
gap between HOMO and LUMO = 9.1 eV

Positions of all 43 atoms, in Å:
C  2.034  0.063  -3.032
C  1.344  -0.828  -2.347
C  0.004  -1.352  -2.770
O  -0.936  -1.208  -1.707
C  -1.674  -0.078  -1.688
O  -1.691  0.715  -2.603
C  -2.418  0.041  -0.438
C  -3.282  1.058  -0.210
C  -3.627  2.106  -1.214
N  -3.894  1.174  1.010
C  -3.719  0.297  2.074
O  -4.283  0.481  3.130
N  -2.924  -0.758  1.816
C  -2.094  -0.971  0.639
C  -0.624  -0.891  1.007
C  -0.015  0.339  1.200
C  1.335  0.433  1.490
C  2.105  -0.720  1.599
O  3.437  -0.763  1.871
C  4.196  0.429  1.858
C  4.431  0.956  0.445
C  1.485  -1.961  1.438
C  0.141  -2.042  1.147
H  2.994  0.419  -2.696
H  1.670  0.468  -3.961
H  1.701  -1.220  -1.404
H  0.058  -2.428  -2.968
H  -0.362  -0.823  -3.656
H  -3.946  1.645  -2.145
H  -4.412  2.759  -0.841
H  -2.744  2.697  -1.452
H  -4.534  1.936  1.179
H  -2.752  -1.371  2.599
H  -2.298  -1.984  0.259
H  -0.598  1.244  1.108
H  1.768  1.412  1.624
H  5.148  0.146  2.314
H  3.728  1.196  2.489
H  5.061  1.840  0.483
H  4.926  0.194  -0.152
H  3.489  1.211  -0.035
H  2.089  -2.850  1.538
H  -0.317  -3.010  1.005

---

2.
DFT (ωB97M-V with the def2-TZVPD basis set) results for an isolated molecule of C17H20N2S2.

Calculated values
molar mass = 316.5 g mol⁻¹
electronic energy = -42605.230 eV
SMILES = Cc1ccccc1CSCCNC(=S)Nc1ccccc1
gap between HOMO and LUMO = 8.8 eV

Positions of all 41 atoms, in Å:
C  3.525  1.316  -1.665
C  2.110  1.382  -1.185
C  1.798  2.063  -0.015
C  0.494  2.171  0.433
C  -0.533  1.604  -0.301
C  -0.236  0.902  -1.457
C  1.074  0.777  -1.908
C  1.340  -0.015  -3.142
S  2.302  -1.570  -2.852
C  1.782  -2.056  -1.183
C  0.329  -2.546  -1.103
N  -0.396  -1.938  -0.014
C  -0.112  -2.255  1.270
S  0.906  -3.485  1.694
N  -0.688  -1.514  2.255
C  -1.696  -0.551  2.172
C  -2.735  -0.641  1.248
C  -3.717  0.334  1.216
C  -3.682  1.398  2.101
C  -2.666  1.474  3.039
C  -1.681  0.507  3.080
H  3.619  1.821  -2.627
H  4.194  1.797  -0.956
H  3.844  0.285  -1.806
H  2.596  2.520  0.553
H  0.274  2.704  1.346
H  -1.557  1.704  0.026
H  -1.038  0.463  -2.036
H  1.958  0.534  -3.852
H  0.408  -0.301  -3.630
H  1.932  -1.199  -0.524
H  2.479  -2.839  -0.892
H  -0.206  -2.311  -2.026
H  0.311  -3.628  -0.956
H  -0.735  -0.997  -0.180
H  -0.304  -1.691  3.174
H  -2.792  -1.487  0.581
H  -4.519  0.254  0.497
H  -4.449  2.157  2.067
H  -2.640  2.293  3.743
H  -0.890  0.563  3.814

---

3.
DFT (ωB97M-V with the def2-TZVPD basis set) results for a structure of composition C17H20N5O6W at a distorted geometry.

Calculated values
molar mass = 574.2 g mol⁻¹
electronic energy = -39486.275 eV
gap between HOMO and LUMO (alpha / beta) = 6.1 / 6.1 eV
charge = +3

Positions of all 49 atoms, in Å:
W  0.513  -0.185  -0.813
O  2.499  0.798  -0.029
C  2.865  -0.142  1.019
C  3.020  -1.543  0.446
N  1.699  -2.023  -0.093
C  1.866  -2.760  -1.382
C  2.442  -1.728  -2.366
O  3.283  -1.887  -3.164
O  1.815  -0.529  -2.091
C  0.913  -2.814  0.884
C  -0.512  -2.274  0.941
O  -1.329  -2.525  1.743
O  -0.695  -1.365  -0.095
H  3.284  1.221  -0.399
H  2.046  -0.105  1.738
H  3.778  0.177  1.519
H  3.390  -2.214  1.222
H  3.762  -1.538  -0.353
H  0.882  -3.070  -1.747
H  2.515  -3.630  -1.295
H  1.337  -2.757  1.885
H  0.880  -3.873  0.618
N  -2.804  2.887  -6.655
C  -2.349  2.322  -5.763
C  -1.790  1.645  -4.638
C  -1.881  2.240  -3.373
C  -1.352  1.605  -2.274
C  -0.679  0.353  -2.406
C  -0.618  -0.223  -3.698
C  -1.165  0.395  -4.791
H  -2.377  3.195  -3.265
H  -1.484  2.077  -1.314
H  -0.133  -1.182  -3.844
H  -1.108  -0.064  -5.769
C  -2.533  2.140  4.467
N  -1.722  1.565  3.395
C  -1.484  2.203  2.122
C  -0.551  1.211  1.499
O  0.006  1.292  0.303
N  -0.304  0.210  2.278
C  -1.043  0.433  3.443
N  -1.020  -0.395  4.457
H  -3.119  2.966  4.073
H  -1.899  2.521  5.269
H  -3.224  1.396  4.864
H  -1.042  3.199  2.231
H  -2.407  2.311  1.542
H  -0.577  -1.298  4.384
H  -1.592  -0.238  5.274

---

4.
DFT (ωB97M-V with the def2-TZVPD basis set) results for an isolated molecule of C17H20N6O2S4 at a distorted geometry.

Calculated values
molar mass = 468.7 g mol⁻¹
electronic energy = -74331.746 eV
SMILES = CCCCNC(=O)CSc1nc2ccc(NC(=O)CSc3nnc(N)s3)cc2s1
gap between HOMO and LUMO = 8.0 eV

Positions of all 49 atoms, in Å:
C  0.811  -0.830  -2.832
C  2.228  -0.280  -2.942
C  2.902  -0.236  -1.575
C  4.302  0.379  -1.618
N  4.904  0.380  -0.302
C  4.787  1.427  0.538
O  4.433  2.534  0.207
C  5.230  1.150  1.977
S  4.855  -0.534  2.552
C  3.170  -0.577  2.141
N  2.490  0.465  1.847
C  1.220  0.149  1.467
C  0.244  1.052  1.055
C  -0.980  0.570  0.657
C  -1.262  -0.806  0.664
N  -2.528  -1.188  0.223
C  -3.067  -2.428  0.172
O  -2.519  -3.463  0.476
C  -4.504  -2.413  -0.351
S  -5.711  -1.868  0.908
C  -5.610  -0.149  0.751
N  -4.752  0.494  0.035
N  -4.878  1.820  0.082
C  -5.837  2.224  0.841
N  -6.118  3.513  1.106
S  -6.736  0.897  1.610
C  -0.304  -1.721  1.083
C  0.926  -1.232  1.478
S  2.324  -2.128  2.008
H  0.335  -0.862  -3.809
H  0.822  -1.837  -2.421
H  0.212  -0.203  -2.175
H  2.814  -0.905  -3.620
H  2.197  0.728  -3.360
H  2.965  -1.250  -1.171
H  2.289  0.359  -0.896
H  4.245  1.420  -1.944
H  4.950  -0.178  -2.300
H  5.138  -0.523  0.088
H  4.739  1.867  2.635
H  6.312  1.256  2.064
H  0.472  2.106  1.043
H  -1.748  1.256  0.328
H  -3.147  -0.413  -0.033
H  -4.800  -3.433  -0.593
H  -4.617  -1.761  -1.216
H  -7.010  3.744  1.505
H  -5.672  4.202  0.523
H  -0.518  -2.776  1.091

---

5.
DFT (ωB97M-V with the def2-TZVPD basis set) results for an isolated molecule of C17H20N6OS2 at a distorted geometry.

Calculated values
molar mass = 388.5 g mol⁻¹
electronic energy = -50612.453 eV
SMILES = CCCCn1c(SCC(=O)Nc2nc(C)cs2)nnc1-c1cccnc1
gap between HOMO and LUMO = 8.8 eV

Positions of all 46 atoms, in Å:
C  2.116  5.095  -0.455
C  2.408  3.950  0.506
C  1.699  2.668  0.080
C  1.979  1.526  1.058
N  1.360  0.299  0.635
C  0.041  -0.023  0.796
S  -1.100  1.097  1.472
C  -2.303  0.016  2.324
C  -2.314  -1.425  1.876
O  -1.944  -2.318  2.598
N  -2.869  -1.702  0.651
C  -3.256  -0.833  -0.327
N  -3.495  0.422  -0.185
C  -3.873  1.012  -1.354
C  -4.175  2.469  -1.359
C  -3.935  0.169  -2.417
S  -3.494  -1.438  -1.962
N  -0.199  -1.227  0.348
N  0.954  -1.728  -0.095
C  1.893  -0.827  0.057
C  3.274  -1.054  -0.323
C  3.784  -2.352  -0.240
C  5.096  -2.582  -0.604
C  5.860  -1.505  -1.034
N  5.380  -0.279  -1.146
C  4.123  -0.060  -0.812
H  2.453  4.847  -1.459
H  2.627  5.999  -0.136
H  1.048  5.298  -0.492
H  2.079  4.224  1.510
H  3.486  3.772  0.544
H  0.621  2.838  0.042
H  2.026  2.383  -0.924
H  3.053  1.353  1.159
H  1.567  1.786  2.039
H  -2.052  0.041  3.385
H  -3.271  0.480  2.137
H  -2.751  -2.668  0.366
H  -5.039  2.670  -0.728
H  -4.380  2.812  -2.369
H  -3.329  3.019  -0.951
H  -4.208  0.389  -3.428
H  3.140  -3.145  0.107
H  5.522  -3.572  -0.551
H  6.899  -1.626  -1.312
H  3.782  0.954  -0.969

---

6.
DFT (ωB97M-V with the def2-TZVPD basis set) results for a structure of composition C17H21BBaN6 at a distorted geometry.

Calculated values
molar mass = 457.5 g mol⁻¹
electronic energy = -28270.541 eV
gap between HOMO and LUMO (alpha / beta) = 6.4 / 4.9 eV

Positions of all 46 atoms, in Å:
H  -2.366  -1.548  -0.921
N  -1.682  0.415  -0.580
B  -1.540  2.886  -0.081
N  -2.352  1.598  -0.328
C  -3.697  1.431  -0.345
Ba  1.121  0.465  -1.016
H  -4.371  2.211  -0.192
C  -3.948  0.019  -0.625
H  -4.844  -0.442  -0.714
C  -2.607  -0.540  -0.742
H  -2.277  3.818  0.032
C  3.194  0.299  -0.782
H  3.681  -0.932  -1.141
H  3.349  0.382  0.312
H  3.484  0.987  -1.578
N  -0.575  3.083  -1.256
N  -0.698  2.704  1.194
N  0.462  2.271  -1.660
N  0.297  1.735  1.229
C  -0.563  4.018  -2.155
C  -0.755  3.391  2.350
H  -1.251  4.757  -2.057
H  -1.456  4.187  2.492
C  0.402  3.835  -3.068
C  0.239  2.864  3.210
C  1.090  2.728  -2.793
C  0.859  1.827  2.449
H  0.611  4.477  -3.898
H  0.463  3.183  4.191
H  1.933  2.194  -3.262
H  1.658  1.186  2.751
H  0.525  -1.542  -1.622
C  0.255  -2.643  0.337
C  0.801  -3.892  0.645
C  1.056  -4.297  2.006
C  1.515  -5.573  2.305
C  1.788  -6.494  1.279
C  1.615  -6.111  -0.061
C  1.150  -4.845  -0.384
H  -0.067  -1.985  1.148
H  -0.128  -2.445  -0.660
H  0.852  -3.569  2.797
H  1.661  -5.868  3.347
H  2.134  -7.500  1.522
H  1.844  -6.819  -0.861
H  1.011  -4.541  -1.427

---

- What is the formula in the fourth record?
  C17H20N6O2S4

---

Please write out number 4 again, unchanged.
DFT (ωB97M-V with the def2-TZVPD basis set) results for an isolated molecule of C17H20N6O2S4 at a distorted geometry.

Calculated values
molar mass = 468.7 g mol⁻¹
electronic energy = -74331.746 eV
SMILES = CCCCNC(=O)CSc1nc2ccc(NC(=O)CSc3nnc(N)s3)cc2s1
gap between HOMO and LUMO = 8.0 eV

Positions of all 49 atoms, in Å:
C  0.811  -0.830  -2.832
C  2.228  -0.280  -2.942
C  2.902  -0.236  -1.575
C  4.302  0.379  -1.618
N  4.904  0.380  -0.302
C  4.787  1.427  0.538
O  4.433  2.534  0.207
C  5.230  1.150  1.977
S  4.855  -0.534  2.552
C  3.170  -0.577  2.141
N  2.490  0.465  1.847
C  1.220  0.149  1.467
C  0.244  1.052  1.055
C  -0.980  0.570  0.657
C  -1.262  -0.806  0.664
N  -2.528  -1.188  0.223
C  -3.067  -2.428  0.172
O  -2.519  -3.463  0.476
C  -4.504  -2.413  -0.351
S  -5.711  -1.868  0.908
C  -5.610  -0.149  0.751
N  -4.752  0.494  0.035
N  -4.878  1.820  0.082
C  -5.837  2.224  0.841
N  -6.118  3.513  1.106
S  -6.736  0.897  1.610
C  -0.304  -1.721  1.083
C  0.926  -1.232  1.478
S  2.324  -2.128  2.008
H  0.335  -0.862  -3.809
H  0.822  -1.837  -2.421
H  0.212  -0.203  -2.175
H  2.814  -0.905  -3.620
H  2.197  0.728  -3.360
H  2.965  -1.250  -1.171
H  2.289  0.359  -0.896
H  4.245  1.420  -1.944
H  4.950  -0.178  -2.300
H  5.138  -0.523  0.088
H  4.739  1.867  2.635
H  6.312  1.256  2.064
H  0.472  2.106  1.043
H  -1.748  1.256  0.328
H  -3.147  -0.413  -0.033
H  -4.800  -3.433  -0.593
H  -4.617  -1.761  -1.216
H  -7.010  3.744  1.505
H  -5.672  4.202  0.523
H  -0.518  -2.776  1.091

---

- What is the electronic energy in the fourth record?
  -74331.746 eV